The following is a DFT calculation (ωB97M-V with the def2-TZVPD basis set) of C46H36F15IrNP3Sb as an isolated structure.

The calculation puts the largest force on an atom at 7.6 eV/A. As for the electronic energy: -4695.26469 hartree. As for the LUMO energy (spin up / spin down): -9.0 / -9.1 eV. As for the spin multiplicity: 2. Its HOMO energy (spin up / spin down) is -0.5134 / -0.5132 Ha. As for the net charge: +2.

Last column: Löwdin spin population.
Atoms and positions in Å:
Ir 0.355 -0.107 0.361  0.792
Sb 1.577 3.662 0.361  0.002
P -1.607 1.319 0.361  0.024
P 1.058 -2.380 0.361  0.003
P 2.762 -0.073 0.361  0.001
F -8.049 -0.056 1.849  0.000
F -7.508 -1.930 0.722  0.000
F -5.382 6.400 2.625  0.000
F -2.556 0.269 -6.203  0.001
F 2.674 3.308 1.992  0.000
F 3.129 3.162 -0.792  0.001
F 0.025 4.162 1.515  0.000
F -7.080 -1.776 2.922  0.000
F 0.479 4.016 -1.269  0.000
F -3.443 7.495 2.285  0.000
F -1.968 -1.829 -5.655  0.000
F 2.190 5.563 0.362  0.000
F 0.963 1.762 0.361  0.008
F -0.379 -0.288 -6.043  0.001
F -4.921 7.273 0.607  0.000
N 2.679 -1.796 0.167  -0.004
C 4.492 0.291 0.811  0.002
C -4.372 6.646 1.713  0.000
C -4.655 -0.661 2.226  0.000
C 0.533 -1.849 3.040  0.037
C 1.777 -4.177 -1.696  0.000
C 1.628 -3.961 2.683  0.000
C -5.771 -0.478 1.393  0.000
C -5.626 0.270 0.214  0.000
C 1.632 -4.191 4.062  0.000
C -3.050 3.674 -0.299  0.001
C -3.675 4.883 0.016  0.000
C -1.637 -0.493 -5.505  0.001
C 1.079 -2.787 2.146  0.003
C -1.638 -0.076 -4.056  0.013
C -2.445 2.897 0.706  0.004
C 6.688 1.282 0.405  0.000
C -1.936 -0.566 -1.691  0.018
C 0.157 -4.992 -0.120  0.000
C 0.869 -6.406 -1.943  0.000
C 1.030 -3.966 -0.527  0.000
C -1.942 -0.984 -3.026  -0.002
C 1.709 -5.390 -2.390  0.000
C 1.774 1.440 -1.764  0.016
C -3.704 5.345 1.343  0.000
C -1.321 1.250 -3.724  0.000
C -3.270 0.650 0.715  0.003
C 1.088 -3.247 4.929  0.002
C 6.234 0.254 2.531  0.000
C 3.806 -2.633 0.567  0.000
C 5.388 0.982 -0.019  -0.001
C 4.935 -0.039 2.106  0.000
C -1.639 0.767 -1.364  0.011
C 2.320 1.145 -4.101  0.003
C 1.620 1.817 -3.101  0.007
C -3.093 4.575 2.345  0.000
C 0.538 -2.075 4.419  0.005
C 7.113 0.911 1.676  -0.001
C -1.316 1.665 -2.390  0.005
C 3.321 -0.284 -2.430  -0.004
C -4.391 0.828 -0.126  0.001
C 2.629 0.385 -1.406  0.016
C 0.086 -6.204 -0.812  0.000
C -2.469 3.365 2.029  0.001
C -7.116 -1.070 1.731  0.000
C -3.420 -0.104 1.886  0.001
C 3.171 0.096 -3.766  0.011
H -1.052 2.689 -2.162  0.000
H 4.262 -0.534 2.805  0.000
H 3.716 -0.433 -4.543  0.001
H 1.096 -3.424 6.002  0.000
H 6.553 -0.025 3.532  0.000
H 2.076 -4.711 2.035  0.000
H -3.055 3.354 -1.328  0.000
H 2.067 -5.105 4.457  0.000
H 3.974 -2.630 1.649  0.000
H 1.210 1.975 -1.002  0.001
H -6.472 0.419 -0.446  0.000
H 8.121 1.148 2.005  0.000
H -2.574 -0.261 2.543  0.001
H 3.682 -3.680 0.269  0.000
H -1.072 1.964 -4.500  0.000
H 2.422 -3.392 -2.084  0.000
H -4.135 5.452 -0.781  0.000
H 5.094 1.321 -1.008  0.000
H -3.101 4.912 3.374  0.000
H 0.116 -1.333 5.091  0.000
H -4.730 -1.235 3.141  0.000
H 7.362 1.818 -0.259  0.000
H -2.004 2.788 2.818  0.000
H 2.198 1.437 -5.141  0.000
H 4.731 -2.317 0.072  0.000
H 0.949 2.631 -3.361  0.000
H -1.039 -1.121 0.361  -0.005
H 0.812 -7.346 -2.485  0.000
H 0.103 -0.920 2.667  0.024
H -4.315 1.389 -1.046  0.000
H -2.183 -2.015 -3.245  0.000
H -2.167 -1.284 -0.914  0.000
H 3.988 -1.108 -2.192  0.000
H 2.307 -5.534 -3.287  0.000
H -0.488 -4.856 0.747  0.000
H -0.590 -6.983 -0.469  0.000

---

The following is a DFT calculation (ωB97M-V with the def2-TZVPD basis set) of C46H36IN13O2S2V as an isolated structure.

The calculation puts the largest force on an atom at 2.3 eV/A. As for the electronic energy: -4675.01879 hartree. As for the LUMO energy (spin up / spin down): 0.1 / -0.4 eV. The energy above the lowest of the compared OMol25 structures with the same formula, charge and spin is 44.0 kcal/mol. As for the spin multiplicity: 4. Its HOMO energy (spin up / spin down) is -0.2388 / -0.2742 Ha. As for the net charge: 0.

Last column: Löwdin spin population.
Atoms and positions in Å:
I 3.636 0.462 5.859  0.000
V 0.113 -0.894 -0.307  2.390
S -1.953 -1.795 1.416  0.017
S -3.688 -2.900 -0.852  0.010
O -0.105 1.113 -1.184  0.004
O 0.223 6.923 -0.428  0.000
N 1.869 0.402 -2.092  0.002
N 1.103 2.161 2.088  0.000
N 1.960 -1.902 2.674  0.002
N 1.188 0.235 0.946  0.013
N -3.740 3.331 -0.206  0.000
N -4.561 5.204 -0.928  0.000
N 1.536 -0.776 -1.522  0.002
N 2.312 2.008 1.514  0.009
N 1.779 8.425 -0.800  0.000
N -4.851 5.178 0.382  0.000
N 0.815 -2.823 -0.207  0.058
N -1.442 -1.657 -1.149  0.007
N 0.581 9.023 -0.981  0.000
C -1.222 -1.585 -3.602  0.001
C -1.873 -1.943 -2.422  0.007
C 1.818 -5.391 -0.696  0.030
C -1.779 -1.968 -4.809  0.001
C -2.959 -2.708 -4.850  -0.001
C 4.750 4.589 0.432  0.000
C 2.788 -2.935 2.572  0.000
C 1.831 -3.023 -1.095  0.053
C 3.475 4.194 0.817  0.000
C 2.277 -1.842 -1.767  0.175
C -2.272 -2.059 -0.204  0.036
C -4.498 8.764 -1.040  0.000
C 2.377 5.005 0.499  0.000
C 4.962 5.783 -0.221  0.000
C 1.656 5.152 -3.620  0.000
C -1.767 8.340 -0.866  0.000
C 3.903 6.607 -0.505  0.000
C 2.199 -0.993 3.610  0.000
C 0.456 1.075 1.730  0.016
C -0.328 8.134 -0.761  0.000
C 3.471 -1.836 -2.670  0.027
C 2.359 -4.299 -1.338  0.026
C -4.880 6.366 -1.708  0.000
C -2.612 7.291 -1.204  0.000
C 0.777 -5.182 0.204  0.038
C -3.631 -3.044 -3.685  0.001
C -3.982 7.507 -1.310  0.000
C -4.346 4.036 0.777  0.000
C 3.296 -1.069 4.455  0.000
C 3.891 -3.107 3.397  0.000
C 4.161 -2.145 4.357  0.000
C 2.338 0.860 0.825  0.019
C 0.153 3.537 -2.673  0.000
C 1.560 7.191 -0.476  0.000
C 0.951 1.331 -1.845  -0.001
C 0.370 4.768 -3.272  0.000
C 2.506 3.071 -2.771  0.000
C 2.724 4.306 -3.356  0.000
C 2.608 6.227 -0.161  0.000
C -3.086 -2.650 -2.475  0.001
C 1.215 2.672 -2.433  0.000
C -2.291 9.610 -0.628  0.000
C 3.409 2.940 1.675  0.001
C -3.893 4.088 -1.263  0.000
C -3.655 9.811 -0.702  0.000
C 0.328 -3.894 0.425  0.026
H 3.166 -4.415 -2.047  0.001
H 4.312 2.355 1.501  0.000
H 4.343 -2.243 -2.155  0.007
H 4.529 -3.974 3.292  0.000
H -0.848 3.220 -2.410  0.000
H 3.729 4.612 -3.616  0.000
H -0.311 -1.002 -3.551  0.001
H 3.279 -2.454 -3.551  0.009
H -5.566 8.929 -1.089  0.000
H -3.360 -3.026 -5.803  0.000
H -4.561 -3.595 -3.721  0.000
H 1.373 4.724 0.791  0.000
H 0.327 -6.007 0.737  0.002
H -3.545 3.859 -2.257  0.000
H 1.489 -0.179 3.693  0.000
H -4.069 10.787 -0.492  0.000
H 5.019 -2.236 5.008  0.000
H 2.551 -3.663 1.804  0.000
H 3.392 3.264 2.717  0.000
H -1.617 10.417 -0.381  0.000
H 2.196 -6.387 -0.884  0.001
H -1.298 -1.681 -5.734  0.000
H 5.968 6.075 -0.493  0.000
H 3.327 2.393 -2.584  0.000
H 3.203 0.503 0.294  0.001
H -4.429 3.693 1.794  0.000
H -4.745 6.121 -2.763  0.000
H 1.819 6.106 -4.106  0.000
H 3.678 -0.818 -2.989  0.000
H -5.926 6.622 -1.538  0.000
H -0.443 -3.711 1.160  0.002
H 4.050 7.562 -0.989  0.000
H -0.466 5.428 -3.475  0.000
H -2.193 6.308 -1.384  0.000
H 5.594 3.951 0.664  0.000
H -0.554 0.858 2.031  0.002

---

The following is a DFT calculation (ωB97M-V with the def2-TZVPD basis set) of C46H36N6W as an isolated structure.

The calculation puts the largest force on an atom at 1.3 eV/A. As for the electronic energy: -2169.67089 hartree. As for the LUMO energy (spin up / spin down): -6.7 / -7.2 eV. The energy above the lowest of the compared OMol25 structures with the same formula, charge and spin is 55.2 kcal/mol. As for the spin multiplicity: 3. Its HOMO energy (spin up / spin down) is -0.4508 / -0.4564 Ha. As for the net charge: +2.

Last column: Löwdin spin population.
Atoms and positions in Å:
W -0.139 0.190 0.015  0.669
N 0.593 -0.982 1.522  0.021
N -0.800 -1.557 -1.226  0.008
N 1.695 -0.711 -0.920  0.000
N 1.427 1.490 0.596  0.033
N -2.008 -0.425 0.897  0.018
N -1.237 2.039 0.131  0.026
C 3.150 2.591 1.599  0.014
C -5.929 1.741 0.321  0.001
C 1.839 1.013 -4.012  -0.010
C -2.177 -6.711 2.532  0.001
C -0.558 0.786 -3.909  -0.008
C -1.567 -4.065 1.923  0.005
C 1.823 1.777 -2.865  0.078
C 0.100 -2.269 1.775  -0.006
C -1.497 4.275 -0.239  0.015
C 1.538 -2.129 -1.322  0.001
C 2.414 1.387 1.582  0.016
C 3.826 0.122 3.161  0.002
C -4.871 2.053 1.172  0.002
C -2.555 -5.692 3.396  0.000
C 1.103 -3.037 2.445  0.011
C -1.180 -5.092 1.066  0.003
C 6.201 0.296 3.542  0.000
C 6.009 0.004 4.886  0.001
C 1.842 -0.928 2.125  0.021
C -6.367 3.364 2.530  0.000
C 4.728 -0.229 5.370  0.000
C -7.195 2.247 0.569  0.000
C -2.656 3.822 0.358  0.026
C 0.239 -2.211 -2.070  0.001
C -3.507 1.538 0.894  0.017
C -2.227 -1.746 1.275  -0.012
C -2.512 2.440 0.573  0.012
C -3.260 0.170 0.964  0.020
C -7.416 3.056 1.675  0.001
C -1.212 -2.657 1.590  0.043
C -0.592 1.572 -2.760  0.083
C 2.633 3.409 0.616  0.015
C 3.642 -0.178 4.511  0.001
C -0.683 3.158 -0.394  0.091
C 0.603 2.936 -1.047  0.531
C -2.254 -4.372 3.093  0.002
C 0.645 0.507 -4.539  0.097
C -1.488 -6.410 1.365  0.000
C 5.114 0.365 2.685  0.002
C -4.239 -0.799 1.317  -0.013
C 1.609 2.687 -0.007  0.086
C -5.096 2.872 2.277  0.001
C 2.655 0.205 2.258  0.018
C 0.606 2.076 -2.209  0.038
C 2.144 -2.210 2.689  -0.015
C -3.611 -1.994 1.457  0.011
H -8.009 2.010 -0.103  0.000
H 6.857 -0.039 5.557  0.000
H -8.406 3.447 1.870  0.000
H -1.574 -1.259 -1.819  0.005
H 2.775 0.825 -4.522  -0.002
H -1.542 1.866 -2.335  0.005
H -5.756 1.114 -0.547  0.000
H 7.198 0.472 3.162  0.000
H 2.957 4.402 0.347  0.001
H 2.742 2.200 -2.474  0.003
H 2.370 -2.457 -1.946  0.000
H -4.276 3.107 2.946  0.000
H -1.189 -7.201 0.691  0.000
H -0.039 -3.242 -2.287  0.000
H 2.455 -0.632 -0.242  0.000
H -1.486 0.432 -4.343  -0.002
H -2.415 -7.739 2.769  0.000
H -0.630 -4.860 0.158  0.000
H -3.549 4.387 0.569  0.001
H -1.268 5.272 -0.578  0.000
H 3.048 -2.441 3.229  -0.001
H 2.641 -0.354 4.889  0.000
H 4.574 -0.449 6.417  0.000
H 0.978 -4.058 2.767  0.001
H 0.309 -1.665 -3.009  0.001
H -2.543 -3.580 3.774  0.000
H -6.538 3.988 3.397  0.000
H -1.211 -2.261 -0.606  0.002
H 1.522 -2.739 -0.419  0.000
H 1.970 -0.155 -1.732  0.002
H 3.980 2.806 2.254  0.001
H 0.658 -0.073 -5.453  0.005
H -4.041 -2.940 1.739  0.001
H -5.283 -0.585 1.476  -0.001
H 5.265 0.594 1.636  0.000
H -3.082 -5.925 4.312  0.000